Record 1
{"formula": "C5H9NO", "method": "wB97M-V/def2-TZVPD", "elements": ["C", "C", "C", "C", "C", "N", "H", "H", "H", "H", "H", "H", "H", "O", "H", "H"], "coordinates": [[-1.599470, -1.151180, 0.466775], [-0.613715, -0.045519, 0.538346], [-0.844700, 1.171455, 1.132613], [0.405838, 1.846809, 1.207443], [1.313200, 1.079100, 0.537465], [0.682243, -0.084512, 0.157906], [-1.323208, -1.911561, -0.269482], [-1.685124, -1.638797, 1.425206], [-2.587430, -0.767008, 0.232304], [-1.646728, 1.302632, 1.858964], [0.648499, 2.836709, 1.555998], [2.381937, 1.206518, 0.532243], [1.169069, -0.667018, -0.512421], [0.632355, -1.673019, -2.666349], [0.106921, -2.428737, -2.959877], [0.926102, -1.320838, -3.521851]], "forces_ev_per_angstrom": [[0.168, -0.395, -0.574], [-0.814, 0.467, -0.035], [0.314, -0.332, 1.523], [0.166, 0.378, -0.791], [-0.167, 0.087, 0.791], [1.519, 0.136, -0.488], [-0.083, 0.108, 0.022], [0.055, -0.302, 0.404], [-0.053, 0.040, -0.176], [-0.184, 0.356, -0.714], [-0.229, -0.023, 0.380], [0.050, -0.080, -0.575], [-0.777, -0.449, 0.169], [-0.015, -0.147, -0.758], [-0.020, -0.012, 0.370], [0.071, 0.165, 0.451]], "e_above_lowest_kcal_mol": 26.0, "smiles": "Cc1ccc[nH]1.O", "homo_lumo_gap_ev": 8.24, "e_tot_ev": -8868.083, "lumo_energy_ha": 0.020, "spin_multiplicity": 1, "e_homo_ev": -7.693}



Record 2
{"formula": "C5H9NO", "method": "wB97M-V/def2-TZVPD", "elements": ["C", "C", "C", "N", "C", "C", "O", "H", "H", "H", "H", "H", "H", "H", "H", "H"], "coordinates": [[2.564427, -0.586137, -0.518572], [1.323652, -0.697639, 0.271728], [0.131920, -0.265206, -0.483342], [-0.946399, 0.246631, 0.327994], [-2.324318, 0.043812, -0.063352], [-0.647972, 1.021308, 1.409596], [-1.459463, 1.557891, 2.136013], [3.229568, -1.443753, -0.374573], [3.074267, 0.231363, 0.024221], [2.504997, -0.293850, -1.579901], [0.445119, 1.108363, 1.560093], [0.294955, 0.357172, -1.385709], [-0.144430, -1.274130, -0.864972], [-2.942735, 0.666898, 0.584831], [-2.485900, 0.332825, -1.109405], [-2.617694, -1.005545, 0.065348]], "forces_ev_per_angstrom": [[-0.043, -0.085, -0.039], [0.038, 0.073, -0.364], [0.137, 0.087, 0.121], [0.017, 0.110, 0.167], [-0.116, -0.027, -0.025], [-0.111, 0.023, 0.024], [0.200, -0.149, -0.198], [-0.087, 0.116, 0.028], [-0.053, -0.041, -0.039], [-0.078, -0.109, 0.117], [-0.150, 0.015, 0.022], [0.031, -0.060, 0.156], [0.079, 0.048, 0.045], [0.036, -0.107, -0.127], [0.057, -0.032, 0.155], [0.042, 0.138, -0.042]], "e_above_lowest_kcal_mol": 97.6, "homo_lumo_gap_ev": 8.66, "e_tot_ev": -8864.981, "lumo_energy_ha": -0.004, "spin_multiplicity": 1, "e_homo_ev": -8.778}



Record 3
{"formula": "C5H9NO", "method": "wB97M-V/def2-TZVPD", "elements": ["C", "C", "C", "C", "O", "C", "N", "H", "H", "H", "H", "H", "H", "H", "H", "H"], "coordinates": [[-1.415430, -0.292143, 1.253946], [-0.260759, 0.461854, 0.783547], [0.365185, -1.169834, -0.937935], [-0.314468, 1.503243, -0.272058], [0.945827, 1.224401, -0.873406], [1.251535, -0.044029, -0.309355], [2.400848, -0.400385, 0.092217], [-1.827118, 0.392380, 2.013594], [-2.207425, -0.488951, 0.522123], [-1.122684, -1.211379, 1.772358], [0.384580, -2.072042, -0.321707], [-0.669118, -0.924160, -1.206591], [0.900355, -1.369264, -1.870860], [-0.315621, 2.494140, 0.213878], [-1.133638, 1.491252, -1.010209], [3.017931, 0.404924, 0.150459]], "forces_ev_per_angstrom": [[-0.119, -0.029, 0.075], [-0.506, 0.212, 0.318], [0.083, -0.079, -0.135], [-0.151, -0.130, 0.235], [0.246, 0.077, -0.078], [0.094, -0.450, -0.548], [0.094, 0.169, -0.232], [-0.082, -0.067, 0.059], [-0.038, 0.039, 0.035], [-0.110, 0.186, -0.063], [0.060, 0.245, -0.051], [0.309, 0.130, 0.189], [-0.141, -0.091, 0.072], [0.078, -0.184, -0.059], [0.148, -0.104, 0.050], [0.038, 0.076, 0.134]], "e_above_lowest_kcal_mol": 135.6, "homo_lumo_gap_ev": [7.29, 7.53], "e_tot_ev": -8863.332, "lumo_energy_ha": [-0.030, -0.019], "spin_multiplicity": 1, "e_homo_ev": [-8.099, -8.045]}



Record 4
{"formula": "C5H9NO", "method": "wB97M-V/def2-TZVPD", "elements": ["C", "C", "O", "C", "C", "N", "C", "H", "H", "H", "H", "H", "H", "H", "H", "H"], "coordinates": [[-1.326415, 0.224983, 1.972257], [0.110929, 0.265622, 1.561884], [0.989957, 0.392663, 2.397403], [0.658484, 0.092591, 0.191648], [0.486464, 1.064711, -0.932425], [-0.175081, -0.210428, -0.967058], [0.253675, -1.164164, -1.980158], [-1.469858, -0.711572, 2.524098], [-1.470047, 1.044240, 2.680304], [-2.032209, 0.272588, 1.142847], [1.681443, -0.153310, 0.559330], [1.365522, 1.182419, -1.573703], [-0.127490, 1.955961, -0.825050], [-0.165358, -0.895083, -2.960342], [-0.128472, -2.154987, -1.719659], [1.348455, -1.206234, -2.071378]], "forces_ev_per_angstrom": [[-0.102, 0.049, -0.014], [0.260, 0.183, 0.580], [-0.560, 0.124, 0.368], [0.326, 0.304, 0.434], [0.021, 0.289, 0.007], [0.227, -0.157, 0.215], [0.158, -0.145, 0.037], [-0.061, 0.139, -0.119], [-0.177, -0.098, -0.086], [0.114, 0.020, 0.041], [-0.149, -0.695, -1.950], [-0.161, 0.020, 0.191], [-0.012, -0.155, -0.033], [0.054, 0.074, 0.364], [0.144, 0.101, -0.009], [-0.082, -0.054, -0.026]], "e_above_lowest_kcal_mol": 58.9, "smiles": "CC(=O)[C@@H]1CN1C", "homo_lumo_gap_ev": 10.43, "e_tot_ev": -8866.658, "lumo_energy_ha": 0.035, "spin_multiplicity": 1, "e_homo_ev": -9.476}